The following is a quantum chemistry calculation of 9 unconnected molecules or ions with the total composition C11H38IN17O10 in a non-equilibrium geometry, from OMol25.

Element x y z (Å)
N  1.687  -2.615  -0.203
C  1.537  -1.143  -0.113
C  0.018  -0.652  -0.410
I  -0.474  -1.047  -2.497
O  -0.804  -1.342  0.563
C  -2.022  -1.818  0.017
O  -3.090  -1.211  0.305
H  1.434  -2.982  -1.130
H  1.078  -3.112  0.470
H  2.305  -0.572  -0.753
H  1.722  -0.859  0.990
H  -0.057  0.489  -0.260
H  -2.129  -2.757  -0.629
C  -1.071  -5.507  0.442
O  -0.238  -4.636  0.663
N  -0.736  -6.734  -0.028
N  -2.398  -5.320  0.648
H  -1.402  -7.461  -0.216
H  0.241  -6.911  -0.194
H  -2.686  -4.422  0.998
H  -3.096  -6.021  0.473
C  1.662  2.903  1.268
O  1.742  1.688  1.391
N  1.305  3.497  0.099
N  1.921  3.760  2.282
H  1.234  4.492  -0.025
H  1.104  2.892  -0.681
H  2.189  3.358  3.166
H  1.861  4.759  2.200
C  -1.924  5.950  1.046
O  -1.097  6.823  1.263
N  -1.584  4.723  0.578
N  -3.252  6.131  1.253
H  -2.245  3.991  0.392
H  -0.605  4.552  0.412
H  -3.544  7.030  1.601
H  -3.946  5.427  1.081
C  -1.380  0.209  4.609
O  -0.707  0.704  5.501
N  -1.051  0.316  3.299
N  -2.518  -0.491  4.852
H  -1.591  -0.083  2.551
H  -0.212  0.829  3.076
H  -2.797  -0.593  5.814
H  -3.084  -0.904  4.134
C  -5.139  -4.972  -1.805
O  -5.521  -5.141  -0.654
N  -4.411  -3.891  -2.182
N  -5.408  -5.847  -2.803
H  -4.087  -3.734  -3.120
H  -4.190  -3.215  -1.468
H  -5.946  -6.663  -2.563
H  -5.101  -5.723  -3.755
C  5.673  4.292  3.136
O  4.715  4.905  3.579
N  5.692  3.766  1.885
N  6.804  4.082  3.855
H  6.470  3.258  1.504
H  4.870  3.899  1.318
H  6.830  4.457  4.789
H  7.602  3.580  3.509
C  -5.323  -6.324  -6.628
O  -4.645  -5.827  -5.738
N  -5.001  -6.212  -7.938
N  -6.455  -7.028  -6.379
H  -5.542  -6.610  -8.683
H  -4.166  -5.695  -8.163
H  -6.728  -7.133  -5.416
H  -7.024  -7.442  -7.094
C  8.300  7.212  0.031
O  8.788  8.327  -0.048
N  7.701  6.753  1.159
N  8.313  6.331  -1.003
H  7.293  5.839  1.245
H  7.671  7.377  1.948
H  8.749  6.635  -1.858
H  7.917  5.410  -0.958

Values from the calculation:
SMILES: NC[C@@H](I)OC=O.NC(N)=O.NC(N)=O.NC(N)=O.NC(N)=O.NC(N)=O.NC(N)=O.NC(N)=O.NC(N)=O
HOMO energy in eV: -8.9
Electronic energy in Eh: -2423.1779
Gap between HOMO and LUMO in eV: 8.912